{
  "formula": "C8H12OS",
  "method": "ωB97M-V/def2-TZVPD",
  "elements": ["C", "C", "C", "C", "C", "C", "C", "C", "O", "S", "H", "H", "H", "H", "H", "H", "H", "H", "H", "H", "H", "H"],
  "xyz": [[-0.21675, -1.54264, 0.68852], [-1.45459, -1.67423, 1.20971], [-1.65278, -1.06307, -1.09512], [-0.24752, -0.85641, -0.61203], [-2.36637, -0.99815, 0.25734], [-0.35768, 0.77166, -0.27717], [2.06724, 1.74370, -0.08402], [0.77918, 1.32035, 0.64858], [-2.81348, 1.55078, -0.53789], [-2.06960, 0.88306, 0.58171], [0.63770, -1.90057, 1.26418], [-1.92916, -2.24525, 1.99415], [-2.12438, -0.25050, -1.79923], [-1.80944, -1.93383, -1.58793], [0.60711, -1.06501, -1.25768], [-3.44141, -1.21814, 0.34321], [-0.48869, 1.38215, -1.06970], [2.36742, 0.85567, -0.63830], [2.94367, 1.73800, 0.67027], [2.04747, 2.67248, -0.59467], [0.29089, 2.16966, 1.22198], [0.84539, 0.47418, 1.38265]],
  "de_lowest_kcal_mol": 48.85,
  "orbital_gap_ev": 9.5,
  "total_energy_ev": -21370.631,
  "lumo_energy_ev": 0.859
}

{
  "formula": "C8H13AgO5",
  "method": "ωB97M-V/def2-TZVPD",
  "elements": ["O", "C", "C", "O", "C", "C", "H", "H", "H", "H", "H", "H", "O", "C", "C", "O", "C", "C", "O", "Ag", "H", "H", "H", "H", "H", "H", "H"],
  "xyz": [[-1.40018, -0.07255, 3.65668], [-1.06253, 0.56984, 2.69084], [-2.01937, 1.46499, 1.94304], [-1.43160, 1.85258, 0.71698], [-1.92886, 2.97075, 0.11010], [-1.41028, 3.43955, -1.02235], [-0.00576, 0.60358, 2.34846], [-2.20933, 2.35070, 2.57235], [-2.97151, 0.93720, 1.78205], [-1.86643, 4.31260, -1.48634], [-2.78506, 3.42736, 0.61352], [-0.56212, 2.94768, -1.50641], [-0.89343, -1.78479, 0.24372], [-0.09911, -2.75855, 0.47800], [1.35441, -2.53800, 0.26543], [1.63247, -1.33695, -0.17983], [2.59965, -1.06923, -1.21511], [1.81858, -0.91220, -2.52508], [0.75934, -0.05947, -2.38036], [-0.44071, 0.06462, -0.74704], [-0.24986, -3.38276, 1.39178], [2.05991, -2.98927, 0.97949], [3.36432, -1.85869, -1.23788], [3.04922, -0.11236, -0.91984], [1.51865, -1.93705, -2.85252], [2.57278, -0.57750, -3.27538], [0.60678, -3.55207, -0.44428]],
  "de_lowest_kcal_mol": 30.21,
  "orbital_gap_ev": 7.4,
  "total_energy_ev": -22736.551,
  "lumo_energy_ev": 0.021
}

{
  "formula": "C8H13BN2Pb",
  "method": "ωB97M-V/def2-TZVPD",
  "elements": ["C", "C", "C", "C", "C", "Pb", "N", "C", "C", "H", "H", "H", "H", "H", "H", "H", "H", "H", "H", "B", "C", "N", "H", "H", "H"],
  "xyz": [[-0.95950, 1.27114, -2.65481], [0.44604, 1.04380, -2.93549], [1.17215, 2.03517, -2.21312], [0.24900, 2.72387, -1.36841], [-1.05264, 2.20307, -1.64418], [0.65085, 0.42855, 0.29682], [-0.78592, -1.26700, -0.49910], [-0.33969, -2.81397, -0.91934], [0.92546, -2.63125, -1.57646], [2.27601, 2.18313, -2.25539], [0.85529, 0.39440, -3.75419], [0.49830, 3.55500, -0.70789], [-1.98743, 2.59152, -1.22764], [-1.74467, 0.66818, -3.09578], [0.81960, -2.03552, -2.47358], [-0.88053, -3.61286, -1.53730], [-1.57782, -1.08488, 0.19661], [1.87725, -2.78862, -1.14844], [-0.26213, -3.26096, 0.13436], [-0.03786, 0.01707, 5.43819], [0.07171, 0.18402, 3.87515], [0.12011, 0.30149, 2.70699], [0.92128, -0.62649, 5.83595], [-1.13516, -0.62742, 5.58996], [-0.11966, 1.14855, 5.93710]],
  "orbital_gap_ev": [7.3, 5.4],
  "total_energy_ev": -17403.548,
  "lumo_energy_ev": [-1.409, -3.365]
}

{
  "formula": "C8H13Br2NO",
  "method": "ωB97M-V/def2-TZVPD",
  "elements": ["C", "C", "C", "C", "C", "C", "C", "C", "N", "O", "Br", "Br", "H", "H", "H", "H", "H", "H", "H", "H", "H", "H", "H", "H", "H"],
  "xyz": [[3.36765, -0.17416, -0.44854], [-1.96498, 2.01676, 0.37616], [-1.27986, 0.52204, -1.43796], [-2.94577, -0.24757, 0.30798], [2.68967, -1.67312, 1.20980], [-0.50203, -0.10321, 0.59069], [2.68575, -1.24165, -0.21700], [-1.71424, 0.55688, 0.03833], [3.72033, 0.91175, -0.82114], [0.53612, 0.35413, 1.01318], [4.34618, -2.72994, 1.52991], [2.19817, -2.29408, -1.84024], [-1.16292, 2.67165, -0.03368], [-2.91072, 2.27087, -0.12258], [-2.01436, 2.39132, 1.36326], [-1.38480, -0.53300, -1.79840], [-1.76830, 1.21078, -2.15717], [-0.19113, 0.84567, -1.54547], [-3.41038, -0.01561, 1.31694], [-2.95958, -1.37999, 0.28377], [-3.70267, -0.20050, -0.52788], [2.53673, -0.75145, 1.95051], [1.87636, -2.35538, 1.45656], [-0.71782, -1.18909, 0.40947], [4.67261, 1.13692, -0.89651]],
  "orbital_gap_ev": [6.3, 7.5],
  "total_energy_ev": -152123.486,
  "lumo_energy_ev": [0.554, -2.464],
  "spin_multiplicity": 3
}

{
  "formula": "C8H13BrN2OPS",
  "method": "ωB97M-V/def2-TZVPD",
  "elements": ["O", "P", "S", "Br", "H", "H", "H", "N", "C", "C", "C", "C", "H", "H", "H", "H", "H", "N", "C", "C", "C", "C", "H", "H", "H", "H", "H"],
  "xyz": [[2.85127, 2.67907, -1.47695], [2.33008, 3.57488, -2.66197], [0.12004, 3.39365, -2.45794], [2.62723, 5.62276, -1.95145], [3.64313, 2.21332, -1.82065], [-0.12153, 2.11036, -2.13869], [-0.37608, 4.15908, -1.47049], [-0.93445, 1.52917, 2.27945], [-0.38362, 0.29046, 2.44076], [0.68208, 0.18710, 1.58806], [0.77887, 1.41976, 0.88527], [-0.23373, 2.22586, 1.33880], [-1.73374, 1.87389, 2.77958], [-0.79368, -0.41039, 3.14613], [1.32254, -0.67199, 1.48184], [1.50996, 1.67916, 0.14183], [-0.51572, 3.23244, 1.07903], [-0.77758, -2.43034, -0.11936], [-1.53724, -3.20439, 0.71423], [-1.68272, -4.43239, 0.13028], [-0.97943, -4.40139, -1.10400], [-0.43070, -3.15508, -1.22837], [-0.51376, -1.47853, 0.05964], [-1.90765, -2.81668, 1.64674], [-2.23040, -5.26236, 0.54108], [-0.88733, -5.20308, -1.81575], [0.17416, -2.72433, -2.00708]],
  "orbital_gap_ev": 5.4,
  "total_energy_ev": -103693.408,
  "lumo_energy_ev": -4.731,
  "total_charge": 1
}

{
  "formula": "C8H13BrNO",
  "method": "ωB97M-V/def2-TZVPD",
  "elements": ["C", "C", "C", "C", "C", "C", "C", "C", "N", "O", "Br", "H", "H", "H", "H", "H", "H", "H", "H", "H", "H", "H", "H", "H"],
  "xyz": [[-0.56514, 1.38363, 0.67739], [-1.44308, 0.16947, 0.47962], [0.32465, 1.52762, 1.64905], [-0.61794, -0.05573, -1.90825], [0.75961, 0.48534, -1.67414], [-0.89671, -0.78780, -0.58578], [1.33658, -0.15019, -0.66036], [0.67406, -1.82897, 1.12873], [0.48155, -1.28598, -0.22250], [-0.73085, 2.28918, -0.32006], [3.04882, 0.03743, 0.08605], [-1.59834, -0.34706, 1.42476], [-2.41642, 0.51542, 0.12620], [0.92951, 2.41510, 1.72177], [0.40973, 0.84637, 2.47314], [-1.33701, 0.73809, -2.10068], [-0.62500, -0.73604, -2.76435], [1.18025, 1.30410, -2.22557], [-0.22192, 3.09029, -0.14020], [-1.56937, -1.64075, -0.69453], [1.69645, -2.18994, 1.23748], [0.49779, -1.06150, 1.87568], [-0.01191, -2.65985, 1.28456], [0.69468, -2.05824, -0.86801]],
  "smiles": "C=C(O)C[C@H]1CC=C(Br)[N@H+]1C",
  "de_lowest_kcal_mol": 0.00,
  "orbital_gap_ev": 9.7,
  "total_energy_ev": -82079.142,
  "lumo_energy_ev": -2.963,
  "total_charge": 1
}

{
  "formula": "C8H13ClF3O5S2",
  "method": "ωB97M-V/def2-TZVPD",
  "elements": ["O", "S", "O", "S", "C", "C", "C", "Cl", "C", "F", "F", "F", "H", "H", "H", "H", "H", "H", "H", "C", "C", "C", "O", "C", "O", "O", "H", "H", "H", "H", "H", "H"],
  "xyz": [[0.35989, -1.33200, -0.10392], [-0.91313, -0.70965, 0.02091], [-1.55041, -0.62516, 1.28745], [-2.16319, -1.90622, -1.31454], [-3.85866, -2.07251, -0.65248], [-4.48762, -0.90864, 0.09998], [-4.50188, 0.41826, -0.65692], [-6.01533, 1.28891, -0.36134], [-0.72265, 1.03877, -0.73726], [-0.86797, 1.87916, 0.23092], [-1.62458, 1.20931, -1.68493], [0.46687, 1.08971, -1.24377], [-2.29429, -1.09933, -2.38302], [-3.81022, -2.97426, -0.04175], [-4.44035, -2.33326, -1.54206], [-4.00456, -0.79555, 1.06742], [-5.51956, -1.20266, 0.29724], [-3.72529, 1.08610, -0.29204], [-4.40422, 0.29102, -1.73527], [3.28448, -0.57483, 1.61556], [3.76211, 0.73383, 1.04182], [4.13704, 0.70857, -0.42586], [5.10283, 1.75725, -0.50753], [5.68776, 1.87981, 0.71560], [6.64576, 2.53236, 0.94616], [5.00469, 1.13912, 1.63062], [3.18590, -0.50505, 2.69826], [2.31720, -0.84754, 1.19463], [3.99646, -1.37357, 1.40592], [3.03191, 1.52696, 1.23954], [3.30604, 0.91259, -1.09717], [4.61499, -0.23150, -0.71216]],
  "de_lowest_kcal_mol": 0.00,
  "orbital_gap_ev": 6.7,
  "total_energy_ev": -61080.034,
  "lumo_energy_ev": -6.066,
  "total_charge": 1
}

{
  "formula": "C8H13ClN2",
  "method": "ωB97M-V/def2-TZVPD",
  "elements": ["C", "C", "C", "C", "C", "C", "C", "C", "N", "N", "Cl", "H", "H", "H", "H", "H", "H", "H", "H", "H", "H", "H", "H", "H"],
  "xyz": [[1.01968, 0.79245, 0.44061], [2.12833, -0.04243, 0.50849], [-0.04441, -0.02230, 0.12410], [3.59500, 0.18221, 0.80539], [-2.11265, 0.40836, -1.49285], [-1.82329, 1.77844, 0.72161], [-0.31545, -2.39135, -0.59972], [-1.49840, 0.47034, -0.06726], [1.76014, -1.27402, 0.15441], [0.48360, -1.25861, -0.11316], [-2.57590, -0.65994, 1.01366], [1.14689, 1.86965, 0.68145], [4.08677, -0.61895, 1.33845], [4.28913, 0.44208, -0.14265], [3.64281, 0.90011, 1.61477], [-3.19812, 0.68252, -1.20919], [-1.90755, -0.58670, -2.02061], [-1.58215, 1.12542, -2.03203], [-2.82705, 2.13680, 0.28687], [-1.19152, 2.54132, 0.37661], [-1.72886, 1.66181, 1.75315], [-0.96150, -2.20081, -1.35297], [0.45569, -3.20791, -0.99235], [-0.84119, -2.72852, 0.20321]],
  "smiles": "Cc1cc(C(C)(C)Cl)n(C)n1",
  "de_lowest_kcal_mol": 16.01,
  "orbital_gap_ev": 9.7,
  "total_energy_ev": -24007.723,
  "lumo_energy_ev": 0.790
}

{
  "formula": "C8H13ClN3O2",
  "method": "ωB97M-V/def2-TZVPD",
  "elements": ["C", "C", "C", "C", "C", "C", "C", "C", "N", "N", "N", "O", "O", "Cl", "H", "H", "H", "H", "H", "H", "H", "H", "H", "H", "H", "H", "H"],
  "xyz": [[3.11468, -1.56874, 0.54934], [-0.63346, -0.27637, -0.14499], [1.71814, 0.45633, 0.37107], [-0.72616, -2.71016, 0.02854], [-2.65484, -1.53489, -0.69478], [-2.27245, 1.70893, -0.53651], [2.28003, 2.76444, 0.72697], [2.93668, -0.17017, 0.46579], [3.38688, -2.67625, 0.42369], [-1.31181, -1.41420, -0.16591], [-1.00326, 1.03255, -0.32790], [0.64666, -0.42728, 0.19835], [1.40822, 1.77628, 0.15817], [4.45708, 0.63425, 0.53835], [-0.17896, -3.18323, -0.89008], [0.13008, -2.72743, 0.65990], [-1.55700, -3.29647, 0.50372], [-2.96086, -0.55809, -1.30072], [-2.73089, -2.42572, -1.42876], [-3.26966, -1.80508, 0.29888], [-2.51723, 1.99029, -1.57467], [-2.17051, 2.64873, 0.19782], [-3.05802, 1.13936, -0.24953], [2.07018, 2.48316, 1.76106], [1.77803, 3.69471, 0.57308], [3.32499, 2.81237, 0.35811], [-0.20652, 1.63266, -0.49895]],
  "smiles": "C/[NH+]=C(/O/C(OC)=C(/Cl)C#N)N(C)C",
  "de_lowest_kcal_mol": 17.88,
  "orbital_gap_ev": 9.4,
  "total_energy_ev": -29584.246,
  "lumo_energy_ev": -3.367,
  "total_charge": 1
}

{
  "formula": "C8H13ClPS",
  "method": "ωB97M-V/def2-TZVPD",
  "elements": ["C", "P", "C", "S", "Cl", "H", "H", "H", "H", "H", "H", "H", "C", "C", "C", "C", "C", "C", "H", "H", "H", "H", "H", "H"],
  "xyz": [[-0.39771, -2.47914, -0.93115], [0.94027, -3.11780, 0.11876], [1.58457, -1.69149, 1.06649], [2.57582, -3.41350, -1.21191], [2.70668, -2.10183, -2.73287], [-0.90316, -1.70389, -0.34761], [-0.06257, -2.02528, -1.86541], [-1.10828, -3.28062, -1.13023], [2.66552, -1.59639, 0.94779], [1.12390, -0.75475, 0.75453], [1.36632, -1.89524, 2.11487], [2.02220, -4.42197, -1.91246], [0.33281, 2.43911, 0.62657], [-0.52021, 3.21457, 1.39954], [-1.89285, 3.14550, 1.20348], [-2.41835, 2.30092, 0.23512], [-1.56575, 1.52501, -0.53791], [-0.19336, 1.59565, -0.34368], [1.40369, 2.50166, 0.77486], [-0.11455, 3.87857, 2.15152], [-2.55429, 3.75623, 1.80379], [-3.48795, 2.25218, 0.07948], [-1.97317, 0.87453, -1.30313], [0.47041, 0.99796, -0.96043]],
  "orbital_gap_ev": 6.4,
  "total_energy_ev": -41145.597,
  "lumo_energy_ev": -5.515,
  "total_charge": 1
}

{
  "formula": "C8H13ClSi2",
  "method": "ωB97M-V/def2-TZVPD",
  "elements": ["C", "C", "C", "C", "C", "C", "C", "C", "Si", "Si", "Cl", "H", "H", "H", "H", "H", "H", "H", "H", "H", "H", "H", "H", "H"],
  "xyz": [[0.47525, 2.09831, -2.88648], [0.34747, 1.83448, 2.41517], [1.46763, -1.61962, 1.37212], [-0.72645, -2.97913, -1.15990], [-0.49912, 2.31479, -1.93259], [0.35795, 2.33187, 1.22302], [0.21435, -1.41977, 1.73918], [-1.56544, -1.98318, -0.85048], [-0.37368, 1.37530, -0.30392], [-1.10443, -0.74736, 0.53113], [-2.87241, -0.41383, 1.54706], [0.47790, 2.74343, -3.74377], [1.25790, 1.31946, -2.75591], [0.75046, 2.36010, 3.28709], [0.13131, 0.76837, 2.49221], [2.12805, -2.23882, 1.87323], [1.81449, -1.05035, 0.42191], [-0.76666, -3.78081, -1.95732], [0.03878, -3.10800, -0.52157], [-1.15526, 3.18508, -1.91717], [0.95275, 3.28941, 1.12206], [-0.10094, -1.83938, 2.66883], [-2.47423, -2.07737, -1.40971], [1.22432, -0.36299, -1.25420]],
  "de_lowest_kcal_mol": 66.37,
  "orbital_gap_ev": 7.4,
  "total_energy_ev": -36779.303,
  "lumo_energy_ev": -0.464
}

{
  "formula": "C8H13F4N2",
  "method": "ωB97M-V/def2-TZVPD",
  "elements": ["C", "C", "C", "C", "C", "C", "C", "C", "N", "N", "F", "F", "F", "F", "H", "H", "H", "H", "H", "H", "H", "H", "H", "H", "H", "H", "H"],
  "xyz": [[0.43901, 1.87310, -0.99667], [1.57510, 1.64777, -0.39587], [-0.86768, 1.19208, -0.60094], [0.57368, -0.84922, 0.10477], [1.51214, -0.05123, 0.90148], [-0.83655, -0.27532, -0.14896], [-1.83151, 1.33034, -1.80067], [-1.83771, -0.41440, 0.93667], [2.76023, -0.65079, 1.19509], [0.55474, -2.33434, 0.63994], [0.47013, 2.94133, -1.82187], [2.71921, 2.24517, -0.42661], [0.91102, 0.41494, 2.04505], [-1.20989, -1.16782, -1.23391], [-1.28713, 1.81209, 0.15973], [0.90618, -0.90657, -0.97350], [-1.35024, 0.87781, -2.65518], [-2.05645, 2.32881, -2.11235], [-2.73927, 0.75295, -1.56315], [-1.96750, -1.47191, 1.13803], [-2.97546, -0.08899, 0.77043], [-1.50033, -0.07758, 1.97798], [3.42096, -0.46356, 0.54000], [3.07148, -0.41940, 2.13928], [0.23036, -2.36975, 1.63743], [1.46621, -2.91957, 0.54290], [-0.15072, -2.95591, 0.00091]],
  "orbital_gap_ev": [6.1, 6.5],
  "total_energy_ev": -22342.865,
  "lumo_energy_ev": [-3.633, -6.166],
  "total_charge": 1,
  "spin_multiplicity": 3
}